Molecular formula: C8H9AuI2N2OS
Method: DFT, the ωB97M-V functional and the def2-TZVPD basis

Last column: natural (NBO) charge in e.
Element x y z (Å)
Au  -1.0567  -0.0721  -1.3455  1.02
O  1.0848  0.0702  -1.0686  -0.60
N  1.4721  1.1260  -0.3595  0.01
C  2.6456  1.0515  0.2999  0.04
C  3.1102  2.1067  1.0415  -0.23
C  2.3563  3.2751  1.1067  -0.13
C  1.1642  3.3412  0.4173  -0.22
C  0.7222  2.2484  -0.3238  0.02
S  -0.7593  2.3168  -1.2201  0.06
H  3.1628  0.1110  0.1827  0.25
H  4.0499  2.0091  1.5637  0.25
H  2.6888  4.1152  1.6995  0.25
H  0.5374  4.2218  0.4355  0.25
I  -3.6481  0.0041  -1.9043  -0.16
C  -3.1243  -0.0150  1.7278  -0.53
I  -1.1035  -0.1688  2.0022  0.16
H  -3.7045  -0.9214  1.7577  0.20
H  -3.5622  0.9686  1.7188  0.20
C  -1.0056  -4.7837  -1.2702  -0.74
C  -1.0055  -3.3461  -1.3243  0.51
N  -1.0043  -2.2062  -1.3683  -0.48
H  -0.1845  -5.1778  -1.8682  0.29
H  -1.9486  -5.1634  -1.6626  0.29
H  -0.8872  -5.1112  -0.2377  0.28

Properties
Orbital gap (alpha / beta): 5.2511 / 6.4371 eV
<S²>: 0.76
Multiplicity: 2
DFT total energy: -44188.9604 eV
Relative energy (zero: lowest compared OMol25 entry of this formula, charge and spin): 0.000 eV
Lowest unoccupied orbital energy (alpha / beta): -5.80 / -5.79 eV
Net charge: +1